Entry 1:
Density functional theory data (ωB97M-V/def2-TZVPD) for a molecular structure, C21H31BrGeN5OSeY.

Results
Gap between HOMO and LUMO, eV: 9.087
HOMO, hartree: -0.5333
Maximum force, eV/A: 1.5
DFT total energy, eV: -224712.169
Charge: +2
Relative energy (zero: lowest compared OMol25 entry of this formula, charge and spin), kJ/mol: 72.13

Element x y z (Å)
Y 0.81711 -1.12612 0.38908
Br 0.01315 -3.98455 1.37380
Se -0.21695 1.26204 1.57702
Ge -2.74228 3.24709 0.93015
O -0.08873 -3.45391 6.53390
N 2.83134 -0.98412 -0.18576
N 0.70317 -1.79308 2.85181
N 1.89619 -1.92510 -3.73954
N 5.04367 -0.73570 0.74762
N 7.16388 0.51220 0.89190
C -1.13560 -0.43011 -3.77098
C -3.46908 4.23909 -0.59492
C -1.89028 4.35858 2.30788
C -2.80432 -0.93101 -2.13776
C -0.01208 -3.63998 4.21749
C -1.29293 2.06228 0.15496
C 0.18555 -2.87895 5.37983
C 0.26318 -3.03811 3.02455
C 3.36696 -1.80770 -3.92194
C 0.66533 -1.57100 5.23731
C 0.89962 -1.08179 3.97575
C -1.80194 -1.24884 -1.22965
C 1.30202 -0.60548 -3.30769
C 6.16258 -0.05265 0.81033
C 3.93554 -0.79176 0.26303
C -0.13358 -0.73663 -2.85100
C 1.27462 2.51926 1.55335
C -4.00468 1.96365 1.71825
C -0.43103 -1.14265 -1.53345
C 1.25066 -2.48428 -4.95550
C -2.47206 -0.51660 -3.41697
H 0.18808 -2.62245 -4.78164
H -3.48283 1.25602 2.36462
H -4.28220 4.88875 -0.27244
H -2.69776 4.85789 -1.05206
H -1.75330 1.24109 -0.38812
H 1.93720 -0.24531 -2.50109
H -4.53362 1.41190 0.94076
H -2.65265 4.87603 2.88946
H 1.39594 -1.79661 -5.78655
H -0.60633 2.57366 -0.51894
H 1.39337 0.07702 -4.15248
H -0.36296 -4.65982 4.28876
H 3.78704 -2.77144 -4.20019
H 1.75298 2.50991 0.57811
H -4.74718 2.48702 2.32010
H 1.98182 2.23284 2.32779
H -0.86825 -0.10339 -4.77065
H 1.27342 -0.07470 3.84427
H 1.72294 -2.57688 -2.97256
H -3.85927 3.54877 -1.34243
H -1.30896 3.73993 2.99159
H -1.24256 5.11432 1.86314
H 0.85393 -0.94666 6.10065
H 0.88117 3.50893 1.76904
H 3.57151 -1.09064 -4.71405
H 3.82505 -1.46831 -2.99583
H 0.06352 -2.87915 7.29393
H -3.24498 -0.26449 -4.13036
H -3.84298 -1.00088 -1.83891
H 1.70580 -3.43985 -5.20439
H -2.12694 -1.58763 -0.24244

Charges obtained by Mulliken population analysis, quoted in units of e: Y 1.06; Br -0.19; Se 0.24; Ge 0.52; O -0.48; N -0.72; N 0.00; N 0.05; N -0.46; N -0.36; C -0.36; C -1.15; C -1.18; C -0.74; C -0.54; C -0.45; C 0.92; C 0.45; C -0.73; C -0.75; C -0.60; C -0.88; C -1.41; C 0.40; C 0.77; C 0.79; C -1.02; C -1.13; C 0.21; C -0.86; C -0.77; H 0.36; H 0.35; H 0.39; H 0.38; H -0.20; H 0.42; H 0.34; H 0.40; H 0.38; H 0.54; H 0.48; H 0.48; H 0.38; H 0.34; H 0.40; H 0.39; H 0.43; H 0.40; H 0.37; H 0.37; H 0.36; H 0.35; H 0.37; H 0.34; H 0.38; H 0.22; H 0.33; H 0.44; H 0.48; H 0.38; H 0.33

Entry 2:
Density functional theory data (ωB97M-V/def2-TZVPD) for a molecular structure, C21H31ClN2O3Pm.

Results
Gap between HOMO and LUMO (spin up / spin down), eV: 3.273 / 2.261
HOMO (spin up / spin down), hartree: -0.0294 / 0.0121
2S+1: 5
Expectation value of S²: 6.241
Maximum force, eV/A: 7.1
DFT total energy, eV: -60475.749
Charge: -1

Element x y z (Å)
Pm -1.16110 -0.01378 0.42905
Cl -2.94203 0.57580 2.33078
O -0.39460 -4.34300 -0.72389
O 0.50681 -0.01117 2.14726
O -0.72116 4.33313 -0.59192
N -0.38205 -2.39755 0.39815
N -0.01974 2.28124 0.03711
C -0.30435 -2.51741 -3.87356
C 0.28993 -3.43482 2.55277
C -1.55561 -1.34691 -2.15484
C 0.66477 -3.21469 1.09358
C -0.37357 -0.01014 -3.74215
C 0.46924 4.59169 0.24870
C 2.30257 3.01024 -0.39480
C -1.97141 -2.63744 -1.46486
C 1.07568 3.20090 0.48797
C -0.44009 2.49219 -3.80026
C 2.02278 -2.53937 1.01801
C -2.05906 2.42313 -1.34973
C 1.47212 3.00824 1.94330
C -1.75377 -0.08860 -1.72035
C -0.89314 3.02188 -0.61242
C -1.61070 1.18883 -2.10659
C -0.84113 1.19881 -3.26980
C -0.89584 -3.13297 -0.56833
C -0.77979 -1.26325 -3.30759
C 0.64883 -4.52726 0.31070
C 0.17523 0.16819 3.52736
H 1.06701 -4.05256 3.02502
H -2.85193 2.17296 -0.61021
H -2.46179 3.16482 -2.05003
H 0.35975 -5.40333 0.91453
H 0.93214 -0.12535 4.28989
H 0.12206 5.07709 1.17455
H 0.01787 2.40568 -4.76795
H 2.00506 -1.57503 1.52955
H -2.88055 -2.46236 -0.85082
H 1.59054 -4.74677 -0.20742
H 2.30717 3.69053 2.16215
H 1.11516 5.28613 -0.30188
H -2.90727 -0.20730 1.32258
H -0.66526 -3.95933 2.62574
H -0.73936 -0.41096 3.76315
H 0.23070 -2.47314 3.07857
H 0.33514 -3.04233 -3.17466
H 1.77711 1.98059 2.15441
H 0.64525 3.26928 2.61294
H 0.31570 2.96268 -3.17552
H -1.06620 -3.22496 -4.17255
H -0.06402 1.23130 3.74142
H 0.40321 0.01587 -4.48028
H 2.66532 1.97862 -0.33643
H -2.19587 -3.38939 -2.22043
H 0.29384 -2.34964 -4.74428
H 2.31226 -2.39620 -0.03328
H 2.76777 -3.19602 1.49747
H 2.06676 3.25343 -1.44255
H 3.09834 3.68823 -0.05225
H -1.22822 3.23133 -3.91641

Charges obtained by Mulliken population analysis, quoted in units of e: Pm -2.41; Cl -0.19; O -0.43; O -0.38; O -0.45; N 0.12; N 0.19; C -2.00; C -1.46; C -0.59; C 1.73; C -1.75; C -0.96; C -1.57; C -1.48; C 1.60; C -2.00; C -1.65; C -1.85; C -1.74; C 2.83; C 1.42; C -0.68; C 1.84; C 1.43; C 2.07; C -1.00; C -0.84; H 0.43; H 0.12; H 0.45; H 0.29; H 0.24; H 0.34; H 0.54; H 0.23; H -0.32; H 0.34; H 0.47; H 0.30; H 0.16; H 0.41; H 0.29; H 0.03; H 0.30; H 0.17; H 0.35; H 0.21; H 0.32; H 0.12; H 0.30; H 0.25; H 0.50; H 0.48; H 0.32; H 0.42; H 0.31; H 0.47; H 0.31

Entry 3:
Density functional theory data (ωB97M-V/def2-TZVPD) for a molecular structure, C21H31ClN3O4S2SiW.

Results
Gap between HOMO and LUMO, eV: 6.090
HOMO, hartree: -0.6816
Maximum force, eV/A: 0.7
DFT total energy, eV: -78811.628
Charge: +3
Relative energy (zero: lowest compared OMol25 entry of this formula, charge and spin), kJ/mol: 0.00

Element x y z (Å)
W 1.11957 0.83636 -1.36567
Cl 3.96506 -0.38371 -6.18727
S 2.37980 2.67688 -1.84030
S -0.10410 1.18319 -3.42262
Si -1.58670 0.39066 0.67687
O -2.10557 1.37453 1.73222
O -0.49006 1.02261 -0.32742
O 1.84990 -0.12318 -0.05363
O -2.03331 -1.07597 0.45678
N 0.19512 4.88472 0.10088
N -2.74264 3.25713 -1.92021
N 2.24865 -0.48880 -2.64576
C -1.19333 -1.80266 -1.71972
C 2.73076 0.16799 1.26350
C -0.32045 2.59274 -2.50627
C 3.43410 -0.94066 -4.66799
C -4.45777 0.82015 2.20061
C 0.72026 3.18336 -1.76703
C 0.42385 4.15570 -0.75839
C 3.74958 -2.21696 -4.21094
C -3.25810 1.51305 2.80023
C 2.39615 1.55916 1.74222
C -1.78636 -2.28144 -0.40994
C -2.71533 0.83673 4.03293
C -3.14493 -2.91462 -0.61734
C -1.66227 3.00086 -2.21878
C 2.28455 -0.90357 2.22312
C 2.55950 -1.73123 -2.19495
C 4.15851 0.02530 0.81075
C 3.29629 -2.60546 -2.95964
C 2.67559 -0.10736 -3.87799
C -3.42796 3.00157 2.94570
C -0.84589 -3.16401 0.37891
H -1.24520 -3.35421 1.37407
H -0.22111 -1.30253 -1.55061
H 4.33860 -2.88456 -4.82834
H 4.41996 -1.00787 0.58450
H 2.20449 -2.00660 -1.21682
H 2.85422 -0.76834 3.14411
H -3.74403 3.45964 2.00919
H -1.79031 1.30560 4.36739
H -0.73824 -4.12328 -0.12873
H -0.98652 -2.64447 -2.38072
H -1.85145 -1.10162 -2.23498
H 1.22539 -0.81861 2.47596
H 4.38361 0.65021 -0.05498
H -3.84906 -2.20680 -1.05454
H -4.76246 1.28910 1.26335
H -2.55738 -0.23142 3.87008
H -3.54574 -3.27503 0.32918
H 2.48347 -1.90618 1.84573
H 0.14505 -2.70973 0.47816
H -5.29358 0.91167 2.89584
H 2.41776 0.87945 -4.22408
H 2.89650 2.33665 1.16545
H 3.51747 -3.58966 -2.56993
H 2.75631 1.63921 2.76855
H -4.27740 -0.24615 2.04918
H 1.32328 1.76163 1.77776
H 4.79602 0.36843 1.62816
H -4.20507 3.18270 3.68973
H -2.50977 3.47249 3.29393
H -3.04811 -3.76542 -1.29260
H -3.44917 0.94265 4.83314

Charges obtained by Mulliken population analysis, quoted in units of e: W -0.07; Cl -0.11; S -0.11; S -0.07; Si -0.57; O -0.61; O 1.79; O 0.27; O -0.10; N -0.26; N -0.30; N 0.37; C -1.55; C 1.39; C 0.92; C -0.31; C -1.52; C 0.57; C -0.15; C -0.15; C 1.50; C -1.49; C 1.70; C -1.51; C -1.79; C -0.21; C -1.45; C -0.02; C -1.49; C -1.14; C -0.25; C -1.58; C -1.52; H 0.40; H 0.26; H 0.51; H 0.37; H 0.51; H 0.49; H 0.39; H 0.37; H 0.45; H 0.57; H 0.51; H 0.30; H 0.32; H 0.41; H 0.43; H 0.30; H 0.41; H 0.34; H 0.16; H 0.47; H 0.60; H 0.35; H 0.49; H 0.58; H 0.29; H 0.28; H 0.48; H 0.45; H 0.38; H 0.46; H 0.47

Entry 4:
Density functional theory data (ωB97M-V/def2-TZVPD) for a molecular structure, C21H31F5P2STi.

Results
Gap between HOMO and LUMO (spin up / spin down), eV: 3.937 / 3.629
HOMO (spin up / spin down), hartree: -0.1527 / -0.1513
2S+1: 3
Expectation value of S²: 2.009
Maximum force, eV/A: 3.8
DFT total energy, eV: -88382.897
Relative energy (zero: lowest compared OMol25 entry of this formula, charge and spin), kJ/mol: 746.46

Element x y z (Å)
Ti -2.41272 -0.44462 -1.92849
S -2.30946 1.57692 -1.06585
P 3.06003 0.35371 -0.97430
P 1.38705 -2.36710 1.46786
F -6.51617 4.30550 -0.10363
F -7.06504 -0.39327 -0.53032
F -8.05659 2.07433 0.12957
F -3.82227 4.03630 -0.81429
F -4.27203 -0.71760 -1.14010
C -5.97508 3.09832 -0.37310
C 0.79672 -4.01313 1.00540
C -4.05920 1.68823 -0.86221
C 2.90146 -2.19607 0.38963
C 0.25366 -0.08119 2.66226
C -6.26087 0.69364 -0.58145
C 3.66963 -0.86317 0.25991
C -4.62822 2.96535 -0.67447
C -6.77974 1.95960 -0.28048
C 2.17240 -2.60125 3.10396
C 1.38376 2.02923 0.33337
C 4.17291 1.74155 -0.70311
C 0.33170 -0.39235 -0.66637
C -2.94169 0.34884 -3.70280
C -0.00386 -1.23985 1.85102
C 1.39425 0.90688 -0.56605
C -4.90830 0.58431 -0.86850
C 3.25146 -0.15828 -2.68306
C 1.41781 0.72407 2.42997
C 1.07769 2.08876 1.75429
C -0.65179 -0.71260 0.44858
H 3.81587 2.61976 -1.25299
H 4.31790 -0.16611 -2.96481
H 2.73153 0.57006 -3.32562
H 3.60511 -2.90732 0.86633
H 4.22616 1.98268 0.36629
H -0.59548 0.33730 3.19624
H -3.08645 1.44229 -3.68437
H -3.83412 -0.16939 -4.09423
H 1.39642 -2.78107 3.86039
H 0.02322 2.38825 1.95480
H 4.70520 -1.10538 -0.04739
H 1.99774 0.88843 3.35446
H 1.14188 1.43827 -1.51579
H 0.88569 -1.31915 -0.93781
H -0.75786 -1.84142 2.39818
H 2.84323 -3.47191 3.05434
H 1.76353 2.95322 -0.12987
H 2.65362 -2.61366 -0.60563
H 2.08993 0.15525 1.75535
H 2.74771 -1.71126 3.40321
H 2.84371 -1.16612 -2.84646
H -0.25229 -0.21348 -1.61815
H 1.40979 -4.76838 1.52806
H 3.76897 -0.34000 1.23178
H 0.91023 -4.15129 -0.08240
H 5.17916 1.47766 -1.04946
H -0.25729 -4.12790 1.29626
H 1.75937 2.83827 2.19709
H -2.06549 0.11099 -4.34888
H -1.31807 -1.53872 0.08076
H -1.25641 0.19507 0.64307

Charges obtained by Mulliken population analysis, quoted in units of e: Ti 0.23; S -0.32; P 1.22; P 1.40; F -0.28; F -0.29; F -0.29; F -0.29; F -0.38; C 0.18; C -1.52; C 0.37; C -1.18; C -1.82; C -0.09; C -1.19; C -0.06; C 0.57; C -1.47; C -1.38; C -1.64; C -0.49; C -1.24; C 0.25; C 0.45; C 0.58; C -1.36; C 0.72; C -0.83; C -0.87; H 0.45; H 0.42; H 0.42; H 0.64; H 0.40; H 0.32; H 0.32; H 0.32; H 0.44; H 0.25; H 0.63; H 0.52; H 0.69; H 0.62; H 0.55; H 0.52; H 0.35; H 0.50; H -1.47; H 0.31; H 0.34; H 0.02; H 0.42; H 0.42; H 0.41; H 0.48; H 0.39; H 0.37; H 0.32; H 0.23; H 0.42